No. 1
47
Properties=species:S:1:pos:R:3:forces:R:3:lowdin_charge:R:1 method="wB97M-V/def2-TZVPD" gap_ha=0.33855 de_lowest_ev=0.000 e_homo_ev=-8.57 charge=0 lumo_ev=0.64
C -5.6127 0.6465 0.8358 0.4 0.0 -0.1 -0.0410
C -4.1665 0.2070 0.7800 -0.6 -0.1 0.5 -0.2716
C -3.4709 -0.0785 1.9423 -0.8 0.2 0.7 -0.0509
C -2.1775 -0.5036 1.9063 0.6 -0.3 0.3 -0.0434
C -1.4790 -0.6826 0.7145 0.6 -0.1 0.2 -0.1254
C -0.0492 -1.2126 0.8461 -0.1 0.0 0.2 -0.3388
C 0.8772 -1.1113 -0.3655 -0.4 -1.0 -0.3 -0.0678
C -0.0975 -2.6690 1.3896 0.8 0.8 0.2 -0.0550
C -2.1826 -0.3761 -0.4293 0.3 -0.3 -0.7 -0.2160
O -1.6065 -0.5298 -1.6992 0.4 0.7 0.4 -0.0324
C -1.0527 0.6600 -2.2056 0.0 0.0 -0.4 -0.2622
O -0.7512 1.6044 -1.1663 0.4 0.7 -0.1 -0.3227
S -1.1808 3.1242 -1.6902 0.1 0.3 -0.6 0.9519
O -2.5496 3.2806 -1.2775 -0.3 0.1 0.2 -0.3693
O -0.2657 4.0613 -0.7352 -0.2 -1.4 0.4 -0.3340
C -0.4515 3.8087 0.6830 0.3 0.4 0.2 -0.1648
C 0.7634 4.3787 1.4133 -0.2 -0.6 0.9 -0.2030
O 0.9862 4.0734 2.5659 -0.1 0.5 -1.1 0.0586
C -3.4867 0.0577 -0.3966 -0.8 0.3 -0.7 0.0207
H -6.1010 0.2260 1.7183 0.0 0.2 -0.1 0.0756
H -5.6304 1.7408 0.8797 -0.3 -0.1 0.1 0.0847
H -6.1724 0.3214 -0.0452 0.1 0.1 0.1 0.0775
H -3.9724 0.0253 2.9021 0.1 0.0 -0.1 0.1151
H -1.6804 -0.7465 2.8426 0.0 0.1 -0.1 0.1203
H 0.4184 -0.6311 1.6557 -0.2 0.0 -0.1 0.1344
H 1.8410 -1.6050 -0.1697 -0.4 0.5 0.1 0.0550
H 0.4251 -1.6993 -1.1749 0.2 0.1 0.0 0.0893
H 1.0172 -0.1021 -0.7550 0.2 0.0 0.3 0.0710
H -0.8447 -2.7515 2.1812 -0.1 -0.2 -0.3 0.0662
H 0.8691 -2.8329 1.8855 -0.1 -0.3 -0.3 0.0778
H -0.2272 -3.4034 0.5917 -0.2 0.0 0.1 0.0843
H -1.7488 1.1465 -2.9079 0.0 -0.3 0.1 0.1156
H -0.1219 0.4173 -2.7264 -0.1 -0.2 0.1 0.1346
H -1.3870 4.2803 1.0019 0.2 0.0 0.1 0.1346
H -0.5177 2.7405 0.9160 0.1 0.1 -0.2 0.1253
H 1.4386 5.0398 0.8271 -0.2 -0.1 0.1 0.1335
H -4.0180 0.2986 -1.3149 0.3 -0.1 -0.1 0.1389
C 5.7843 -1.2945 -2.0810 -0.2 0.1 -0.1 -0.0219
C 4.8234 -2.0272 -1.1775 -0.1 0.0 0.0 -0.4876
O 3.6294 -1.8459 -1.2464 0.4 -0.1 -0.1 0.0576
C 5.4161 -2.9959 -0.1840 -0.3 0.0 0.1 -0.0192
H 5.2261 -0.6342 -2.7415 0.0 0.0 0.0 0.0813
H 6.4744 -0.6955 -1.4846 0.1 -0.1 0.0 0.0854
H 6.3445 -2.0081 -2.6872 0.1 0.0 0.1 0.0851
H 6.0905 -2.4698 0.4936 0.1 -0.1 -0.1 0.0858
H 5.9605 -3.7824 -0.7089 0.2 0.1 0.0 0.0855
H 4.6168 -3.4503 0.3981 0.0 0.0 0.0 0.0813


No. 2
48
Properties=species:S:1:pos:R:3:forces:R:3:lowdin_charge:R:1 method="wB97M-V/def2-TZVPD" gap_ha=0.08199 de_lowest_ev=0.000 e_homo_ev=-8.28 charge=+1 lumo_ev=-6.04
O -5.2919 -0.7572 1.1578 -0.6 -0.2 -0.5 -0.3097
S -4.1930 -0.6643 0.2612 0.8 -0.3 1.7 0.3238
O -3.2112 0.3379 0.6036 0.4 0.9 -0.6 -0.4161
Cl -4.8931 -0.2416 -1.6129 0.0 0.0 -0.1 0.3787
C -3.2815 -2.1761 0.1193 -0.3 0.2 -1.0 -0.3389
C -3.9527 -3.2619 -0.7044 -0.1 -0.5 0.0 -0.2434
C -3.3495 -4.6575 -0.4016 0.4 0.1 0.0 -0.2890
C -1.9973 -4.6196 0.3513 -0.4 -0.1 0.1 -0.3704
Al -2.1974 -4.6409 2.3834 0.3 -0.3 -0.1 0.1988
H -3.0618 -2.4706 1.1540 -0.2 0.2 0.2 0.0039
H -2.3612 -1.8504 -0.3607 0.1 0.0 0.1 0.0941
H -3.8129 -3.0541 -1.7651 0.0 0.2 0.0 0.0917
H -5.0299 -3.2617 -0.5336 0.0 0.0 0.1 0.1086
H -3.2234 -5.1819 -1.3521 -0.2 0.1 -0.1 0.0897
H -4.0646 -5.2517 0.1674 0.0 0.0 0.1 0.0800
H -1.4727 -5.5456 0.1007 0.1 0.0 0.1 0.0317
H -1.3544 -3.8068 -0.0077 0.1 0.0 -0.2 0.0209
H -0.7405 -4.9975 3.0138 0.1 0.1 0.1 -0.1570
H -2.7010 -3.1605 2.8679 0.0 0.1 0.0 -0.1159
H -3.2782 -5.7906 2.7337 -0.1 0.1 0.0 -0.1349
C -1.9006 4.1254 1.7383 0.0 0.0 0.0 0.0634
N -0.6529 3.6523 1.0869 -0.1 0.0 0.0 -0.0625
C 0.5115 4.2699 1.3537 0.1 0.0 0.0 0.0194
C 1.6890 3.8176 0.8083 0.1 0.0 0.0 0.0526
C 1.6747 2.7003 -0.0276 -0.1 0.1 0.1 -0.1320
C 0.4559 2.1047 -0.3085 0.1 -0.1 -0.1 0.0666
C -0.6942 2.6027 0.2610 -0.4 -0.3 -0.1 0.0431
C 2.9212 2.1188 -0.5856 0.1 -0.1 0.0 -0.1223
C 3.2387 0.7887 -0.3274 -0.1 0.0 0.0 0.0650
C 4.3717 0.2364 -0.8798 0.0 0.0 0.0 0.0336
N 5.1740 0.9657 -1.6691 0.1 -0.1 0.0 -0.0751
C 4.9013 2.2579 -1.9187 0.0 0.0 0.0 0.0183
C 3.7858 2.8593 -1.3886 0.0 0.1 0.0 0.0577
C 6.3697 0.3508 -2.2948 0.0 0.1 0.0 0.0524
H -2.0444 5.1743 1.4934 0.0 0.0 0.0 0.1140
H -1.7981 3.9913 2.8120 0.0 0.0 0.0 0.1198
H -2.7354 3.5357 1.3729 0.0 0.0 0.0 0.1100
H 0.4728 5.1153 2.0256 0.0 0.0 0.0 0.1573
H 2.6105 4.3215 1.0644 0.0 0.0 0.0 0.1404
H 0.3805 1.2448 -0.9597 0.0 0.0 0.0 0.1491
H -1.6630 2.1424 0.0825 0.0 -0.1 0.1 0.1331
H 2.6132 0.1730 0.3051 0.0 0.0 0.0 0.1512
H 4.6505 -0.7927 -0.7063 0.0 0.0 0.0 0.1575
H 5.5933 2.7856 -2.5594 0.0 0.0 0.0 0.1580
H 3.5886 3.8957 -1.6247 0.0 0.0 0.0 0.1434
H 7.2483 0.9191 -2.0023 0.0 0.0 0.0 0.1155
H 6.2429 0.3706 -3.3740 0.0 0.0 0.0 0.1173
H 6.4627 -0.6743 -1.9539 0.0 0.0 0.0 0.1065


No. 3
50
Properties=species:S:1:pos:R:3:forces:R:3:lowdin_charge:R:1 method="wB97M-V/def2-TZVPD" gap_ha="0.14771 / 0.13544" e_homo_ev="-13.72 / -13.71" charge=+2 lumo_ev="-9.70 / -10.02"
I -0.3232 -1.5086 -0.1141 -0.8 -1.5 1.1 0.7735
I -2.3698 0.0381 -1.8164 -0.4 -0.4 -0.7 0.6147
Tl -3.0013 -3.5578 -1.7884 -0.4 -1.2 -0.2 0.3773
P -0.5508 -1.4670 -3.3198 0.6 1.3 -3.0 0.4869
C 0.7768 -0.1987 -3.3881 -0.1 -0.1 0.8 -0.2679
C 0.3599 -2.9335 -3.9837 -0.2 -0.7 0.8 -0.1990
H 0.6027 -2.7004 -5.0392 -0.3 0.0 0.6 0.0831
H -0.6765 -1.0625 -5.6904 -0.5 0.0 0.4 0.0731
H -0.2686 -3.8283 -3.9358 0.2 0.0 -0.1 0.0546
H -2.2184 -1.7771 -5.0981 0.2 0.1 0.0 0.0681
H 1.6448 -0.5371 -2.8037 -0.2 0.2 -0.3 0.0513
H 1.2827 -3.1052 -3.4274 -0.1 -0.1 0.0 0.0622
C -1.4226 -1.0578 -4.8718 -0.3 0.0 -0.1 -0.2923
H 1.0470 -0.0707 -4.4468 0.0 -0.1 0.4 0.0763
H -1.8678 -0.0688 -4.7791 0.0 0.0 -0.2 0.0247
H 0.3920 0.7371 -2.9677 0.2 -0.1 -0.2 0.0286
P -2.7063 -2.0796 1.3571 0.0 -0.1 2.1 0.5999
C -2.1857 -1.0432 2.7570 0.3 0.5 -0.3 -0.2669
C -4.4982 -1.8236 1.4797 -0.5 0.7 -1.4 -0.2207
H -3.0225 -4.4724 1.3342 -0.1 -0.1 0.0 0.0501
H -3.3913 -3.7523 2.9193 0.1 0.2 -0.1 0.0818
H -1.7130 -4.0149 2.3981 0.3 -0.1 0.2 0.0640
C -2.7023 -3.7340 2.0706 0.7 -0.7 -0.6 -0.2352
H -5.0650 -2.4853 0.8315 0.0 -0.2 -0.1 0.0587
H -4.7976 -1.9975 2.5169 0.3 0.0 0.0 0.0835
H -2.6874 -1.3883 3.6691 0.1 0.0 -0.2 0.0792
H -2.4671 0.0004 2.5723 0.0 -0.2 0.1 0.0449
H -4.7544 -0.8087 1.2001 -0.2 0.2 0.0 0.0577
H -1.1038 -1.0748 2.8715 0.0 -0.1 0.2 0.0367
Cl -3.1753 -6.0321 -2.2113 0.1 0.8 0.1 -0.2704
N 7.0002 5.3123 2.8921 -2.0 -1.6 -0.8 0.1876
C 6.0859 4.6606 2.5585 1.9 1.8 0.9 -0.1636
C 4.8709 3.9749 2.2161 0.0 -0.6 -0.4 -0.2071
C 4.9284 2.8736 1.3258 -1.0 -0.2 0.1 0.0128
C 3.7365 2.2183 0.9902 0.0 0.4 0.4 -0.0005
C 2.5441 2.6373 1.5733 0.4 1.2 0.5 -0.1959
C 2.4856 3.6797 2.4992 1.1 0.9 0.3 0.0120
C 3.6542 4.4024 2.7907 0.2 -0.8 -0.3 0.0220
N 1.2947 2.1557 1.1569 -2.2 0.2 1.5 0.0085
C 0.0312 2.4845 1.7710 0.7 -0.7 -1.6 0.0294
C -0.9111 1.8646 0.9897 0.6 0.1 1.2 -0.1906
N -0.2981 1.1798 0.0063 1.3 0.0 -0.9 -0.2797
C 1.0181 1.3580 0.1338 -1.0 0.0 -0.5 -0.2294
H 5.8368 2.4824 0.8612 -0.1 0.6 0.4 0.1333
H 3.7041 1.3888 0.2921 0.3 0.1 0.0 0.1053
H 1.5495 3.9874 2.9765 0.6 -0.1 -0.4 0.1085
H 3.6671 5.2786 3.4525 -0.1 -0.6 -0.3 0.1396
H -0.1214 3.1632 2.5783 0.3 0.1 0.3 0.1100
H -1.9806 1.7720 1.1723 0.3 0.4 -0.2 0.1002
H 1.7670 0.9307 -0.5320 -0.2 0.2 0.3 0.1191


No. 4
49
Properties=species:S:1:pos:R:3:forces:R:3:lowdin_charge:R:1 method="wB97M-V/def2-TZVPD" gap_ha=0.07240 e_homo_ev=-15.75 charge=+3 lumo_ev=-13.78
C -1.3873 2.0177 1.1431 -0.5 1.0 0.2 -0.0928
O -1.4954 0.5600 1.3105 1.2 0.8 1.3 -0.2871
C -1.4717 0.1556 2.7269 -0.2 0.0 1.7 -0.1943
C -1.1657 -1.4353 2.9783 -0.6 -0.4 0.3 -0.1570
C -1.4536 -2.4115 1.6929 -0.6 -0.7 0.5 -0.1593
C -0.0678 -3.0094 0.9863 0.6 0.7 -0.5 -0.1285
C 1.1463 -1.8782 0.9150 1.4 -0.8 1.9 0.0328
C 2.3724 -1.9918 2.0247 0.0 3.8 -3.3 0.0424
C 3.5353 -0.8241 1.9360 -3.7 -1.1 -2.0 0.0381
C 3.4213 0.3641 0.7849 -2.1 -1.9 -0.2 -0.2411
P 4.8440 1.6932 0.8476 -1.9 -1.8 0.4 0.3076
S 5.6124 2.0440 -0.9318 1.3 0.5 0.1 0.0185
C 2.1866 0.4465 -0.3356 1.5 0.2 1.8 -0.1164
N 2.2341 1.6002 -1.2977 -5.8 -4.5 -0.6 0.0788
C 1.0301 1.5112 -2.1929 2.0 1.0 0.0 -0.1162
N 0.8751 2.6309 -3.2422 2.6 -3.9 2.2 0.1086
C -0.1155 0.3567 -2.1868 0.2 -1.1 1.8 -0.0059
C -1.3385 0.4475 -3.2752 0.9 -0.7 0.2 -0.1294
C -2.5106 -0.6856 -3.0972 -0.5 0.3 -0.5 -0.1671
C -3.3550 -0.5995 -1.6946 -0.6 -1.3 -0.1 -0.2615
N -4.3586 0.5317 -1.6201 1.3 -0.9 2.0 0.0270
N -0.1091 -0.7787 -1.2033 4.6 4.1 0.0 0.1683
C 1.0502 -0.7146 -0.2496 -0.7 1.0 -1.1 -0.0132
H -0.7167 2.3296 0.2108 -1.4 -1.0 1.8 0.0951
H -0.9234 2.5290 2.0979 -0.9 -1.0 -1.9 0.1103
H -2.4859 2.4230 0.9826 2.3 -0.6 0.3 0.1201
H -0.6528 0.7552 3.3541 -1.7 -1.0 -1.5 0.1389
H -2.5269 0.4131 3.2200 2.2 -0.5 -1.2 0.1578
H -1.9038 -1.7858 3.8411 1.6 0.9 -1.8 0.1384
H -0.0746 -1.6265 3.4160 -2.3 0.6 -1.1 0.1125
H -2.0184 -3.3743 2.1139 1.4 2.0 -1.1 0.1427
H -2.1882 -1.9491 0.8918 1.8 -0.7 1.7 0.1055
H -0.3299 -3.2687 -0.1340 0.6 0.4 2.2 0.1335
H 0.2805 -3.9838 1.5766 -0.5 2.4 -1.3 0.1488
H 2.3751 -2.8638 2.8310 0.0 2.1 -2.0 0.1436
H 4.4284 -0.8156 2.7007 -1.9 0.0 -1.7 0.1196
H 4.4491 2.9079 1.5174 0.1 -0.8 -0.1 0.0090
H 5.9524 1.1456 1.6415 -1.2 0.3 0.0 -0.1003
H 1.8762 2.9627 -3.3810 -1.6 0.0 0.4 0.1200
H 0.6094 2.2331 -4.1723 -0.2 0.3 1.1 0.1031
H -1.7248 1.5550 -3.3026 0.7 -2.1 0.2 0.1457
H -0.8449 0.2529 -4.3443 -0.8 0.4 2.1 0.1603
H -3.2997 -0.4928 -3.9717 1.8 -0.3 1.9 0.1495
H -2.0895 -1.7781 -3.3057 -0.8 2.5 0.8 0.1385
H -3.9810 -1.6126 -1.6189 1.4 2.2 -0.2 0.1500
H -2.7022 -0.5520 -0.7233 -0.5 -0.1 -1.8 0.0856
H -3.8606 1.4157 -1.3648 -0.6 -0.8 -0.6 0.0788
H -4.9385 0.3097 -0.7560 0.5 0.5 -1.6 0.1129
Lu 7.8114 2.8400 0.6600 -0.3 -0.1 -0.9 1.4279


No. 5
53
Properties=species:S:1:pos:R:3:forces:R:3:lowdin_charge:R:1 method="wB97M-V/def2-TZVPD" gap_ha="0.21810 / 0.16818" e_homo_ev="-12.35 / -12.35" spin_multiplicity=2 s_squared=0.7617 charge=+1 lumo_ev="-6.42 / -7.78"
Mg -0.0437 2.9451 -3.9391 0.9 -0.8 1.4 1.3148
O 1.7713 2.5829 -3.2103 -2.3 -1.4 0.9 -0.2422
C 1.5563 1.7319 -2.0768 -0.1 1.6 -0.3 -0.2470
C 0.0943 1.5971 -1.5335 -1.0 0.0 -2.4 -0.2105
O -0.9595 1.9371 -2.4568 2.4 0.5 0.4 -0.1867
H 2.2708 2.0473 -1.3165 -0.1 0.6 0.6 0.1416
H 1.9742 0.7276 -2.1463 -0.2 -0.7 -1.0 0.1260
H -0.0792 2.1676 -0.6210 0.1 0.8 0.5 0.1344
H -0.1765 0.5970 -1.1947 0.3 -0.5 0.0 0.1215
C -4.6546 -0.1268 -2.0432 0.8 -0.5 0.7 -0.0783
C -3.4474 -0.5620 -1.4952 -0.3 0.4 -0.2 -0.0870
C -2.9130 -1.8424 -1.6681 -0.7 1.8 -0.1 -0.0071
C -3.6376 -2.7029 -2.4891 -0.1 0.0 0.6 -0.1202
C -4.8683 -2.3005 -3.0721 0.7 -0.1 1.2 0.0253
C -5.3668 -1.0049 -2.8148 0.1 -1.0 -1.0 -0.0643
N -3.0727 -4.0749 -2.6470 0.9 -2.1 -0.9 -0.3380
O -3.2795 -4.6642 -3.6993 -0.8 1.1 0.1 0.0771
O -2.3496 -4.6105 -1.8029 -0.9 1.9 0.3 0.0612
H -5.0015 0.8504 -1.7411 -0.2 0.1 -0.4 0.1110
H -2.9428 0.2068 -0.9290 0.4 -0.3 0.3 0.0890
H -1.9765 -1.9452 -1.1401 0.0 -1.1 -0.3 0.1087
H -5.5176 -3.0301 -3.5331 0.3 0.0 -0.4 0.1212
H -6.2805 -0.6965 -3.3011 -0.2 -0.1 0.2 0.1113
C 2.1655 -1.7655 1.3544 0.9 0.7 -0.7 -0.2010
C 1.8779 -2.1678 -0.1399 0.3 -0.3 0.6 -0.2025
C 3.1288 -2.0653 -0.9970 1.7 0.3 0.3 -0.2124
S 4.5508 -1.6241 0.1424 -1.4 0.3 0.2 0.7031
O 4.6749 -0.1723 0.2753 -0.2 -1.2 -0.3 -0.3464
O 5.6769 -2.4299 -0.2380 0.0 0.2 0.4 -0.3139
C 3.6273 -2.2097 1.6435 -0.1 -0.4 -0.7 -0.1963
H 1.4218 -2.1306 2.0628 0.2 -0.5 -0.2 0.1138
H 2.1233 -0.6810 1.4547 0.2 0.1 0.0 0.0721
H 1.0917 -1.5989 -0.6363 -0.4 -0.2 0.4 0.0874
H 1.6553 -3.2336 -0.0883 -0.6 0.1 -0.3 0.1167
H 3.1874 -1.3346 -1.8036 -0.4 0.3 0.2 0.0812
H 3.4067 -3.0013 -1.4815 0.1 -0.1 0.3 0.1007
H 4.0923 -1.9160 2.5845 -0.1 0.6 -0.3 0.1063
H 3.7400 -3.2938 1.6295 -0.2 -0.2 -0.2 0.1018
C 0.4545 1.3754 2.7331 -0.6 -0.5 0.4 -0.2163
C 1.4459 2.4232 3.3894 -0.2 0.0 -2.3 -0.1613
C 0.7666 3.8342 3.5570 -0.2 -1.5 0.0 -0.1878
S -0.8103 3.7494 2.6229 0.7 0.1 -0.3 0.6984
O -0.5143 4.0784 1.2105 -0.2 -0.7 1.5 -0.3629
O -1.8499 4.4818 3.3098 0.4 -0.6 -0.5 -0.3150
C -0.9626 1.9408 2.7741 -0.9 0.6 0.7 -0.2337
H 0.4672 0.4005 3.2205 -0.1 0.2 0.8 0.1050
H 0.7707 1.0023 1.7589 0.0 1.0 -0.5 0.0727
H 2.1785 2.4894 2.5849 0.5 0.3 0.5 0.1019
H 1.9327 2.0012 4.2686 -0.3 0.4 0.1 0.1131
H 1.2524 4.7017 3.1104 0.4 -0.3 0.2 0.1010
H 0.6148 3.9273 4.6324 -0.5 0.6 -0.2 0.1045
H -1.8218 1.5998 2.1966 0.6 -0.1 -1.1 0.1018
H -1.4448 1.7891 3.7398 0.6 0.3 0.6 0.1062


- The highest charge belongs to which entry?
  C16H25LuN4OPS